This record from the OMol25 dataset describes C30H68F3GaKLiN4NaO12PS2 as an isolated structure at a distorted geometry. The level of theory is ωB97M-V/def2-TZVPD.

```
124
Properties=species:S:1:pos:R:3:forces:R:3:mulliken_charge:R:1
C 3.981 6.130 7.038 -1.2 -0.3 -0.3 -0.89
C 2.509 6.390 6.448 0.6 -0.8 0.4 -0.31
C 1.880 4.952 6.165 -0.5 1.4 -0.2 -0.05
C 0.453 5.007 5.468 0.7 -1.6 -0.6 -0.71
C 0.243 3.582 4.732 -0.4 0.5 0.5 -0.57
C -0.569 2.538 5.626 0.2 -0.5 -0.7 -0.92
C -1.926 2.044 4.902 1.1 -0.3 0.4 0.17
Ga -3.560 2.571 6.041 -0.5 0.4 -0.3 -0.03
C -4.172 1.159 7.409 -0.9 -0.1 -0.2 -0.23
N -4.021 1.624 8.839 0.4 -0.4 -0.3 -0.79
C -5.251 3.037 4.890 -0.1 -0.3 0.2 0.34
C -6.090 4.070 5.750 -1.0 -0.7 0.0 -0.88
C -7.659 3.800 5.761 0.0 0.5 0.9 -0.79
C -8.342 5.098 6.442 0.9 -0.7 -0.9 -0.65
C -8.461 6.207 5.305 1.0 -0.7 0.8 -0.49
O -7.775 7.410 5.738 -1.9 0.3 0.1 -0.31
C -8.677 8.172 6.565 0.7 0.0 -0.4 -0.69
H 4.565 5.652 6.171 -2.1 1.8 2.7 -0.02
H 4.471 7.070 7.418 -0.3 -1.0 -0.5 0.38
H 3.868 5.354 7.864 0.5 0.9 -0.9 0.33
H 2.605 7.004 5.505 -0.3 -0.6 0.8 0.27
H 1.869 6.962 7.180 0.8 -0.6 -0.7 0.32
H 1.771 4.386 7.134 0.4 0.5 -1.0 0.06
H 2.630 4.410 5.491 -0.9 0.4 0.7 0.02
H -0.371 5.101 6.230 0.9 0.2 -0.8 0.37
H 0.368 5.802 4.670 0.2 -0.5 1.1 0.29
H 1.243 3.121 4.442 -1.0 0.7 0.3 0.23
H -0.297 3.792 3.765 0.4 -0.4 1.0 0.29
H 0.103 1.634 5.779 -0.7 1.0 -0.1 0.25
H -0.767 2.951 6.667 0.2 -0.3 -1.3 0.33
H -1.944 2.500 3.860 0.1 -0.5 0.8 -0.14
H -1.855 0.923 4.813 -0.2 1.1 -0.2 0.03
H -3.200 3.955 6.816 0.2 -0.3 0.1 -0.39
H -5.294 0.986 7.266 1.4 -0.1 -0.1 0.16
H -3.636 0.190 7.192 -0.6 0.8 0.5 0.37
H -3.746 2.613 8.827 0.1 -0.6 0.1 0.25
H -3.263 1.086 9.264 -0.2 0.5 0.0 0.26
H -4.940 3.508 3.903 -0.5 0.1 0.5 -0.48
H -5.767 2.044 4.712 0.2 1.0 0.0 0.48
H -5.863 5.160 5.400 0.1 -1.8 0.4 0.37
H -5.737 3.958 6.831 -0.5 0.3 -1.2 0.01
H -8.057 3.651 4.708 0.3 0.1 1.1 0.26
H -7.926 2.900 6.396 0.3 0.7 -0.9 0.31
H -9.311 4.853 6.964 0.8 0.3 -0.6 0.38
H -7.577 5.448 7.208 -1.1 -0.2 -0.9 0.35
H -9.552 6.390 5.068 1.0 0.1 0.0 0.37
H -7.876 5.849 4.401 -0.8 0.5 1.0 0.34
H -8.918 7.590 7.504 0.0 0.7 -0.9 0.27
H -8.150 9.136 6.847 -0.6 -1.1 -0.3 0.22
H -9.597 8.393 5.935 0.7 -0.1 1.0 0.27
K 5.805 4.862 5.065 1.1 -1.1 -1.1 0.98
N -3.206 -2.651 2.152 0.1 0.5 0.0 -0.39
S -3.509 -2.144 0.692 -0.7 0.0 -3.3 1.09
O -2.490 -1.353 0.045 -0.4 -0.2 1.0 -0.60
O -4.876 -1.803 0.379 0.7 0.0 0.9 -0.63
F -3.359 -3.529 -0.094 0.2 -0.3 0.9 -0.24
S -3.198 -1.476 3.200 0.3 1.5 3.0 1.17
O -2.608 -1.844 4.463 -0.5 -0.7 -1.3 -0.64
O -4.380 -0.652 3.290 0.4 -0.6 -0.8 -0.53
F -2.107 -0.466 2.623 0.0 0.0 -0.4 -0.23
Li -4.098 2.774 2.355 -0.1 -0.2 1.3 0.89
F -4.676 5.889 4.718 0.7 0.9 -1.0 -0.93
O -3.332 -3.561 -2.828 0.5 -0.3 -0.2 -0.47
C -2.719 -4.578 -2.985 -0.9 0.3 -0.2 0.95
O -1.436 -4.661 -2.567 0.6 0.2 0.2 -0.57
C -0.677 -5.873 -2.531 -0.1 0.0 0.0 -0.66
C -0.031 -6.153 -3.874 -0.3 -0.3 0.1 -0.24
C -3.325 -5.741 -3.724 -0.2 -0.5 0.4 -1.04
H -1.287 -6.706 -2.178 0.0 0.0 -0.1 0.38
H 0.101 -5.721 -1.782 -0.2 0.2 0.0 0.42
H -0.778 -6.297 -4.660 0.0 -0.1 0.0 0.21
H 0.593 -7.049 -3.822 0.0 0.0 -0.1 0.44
H 0.593 -5.309 -4.181 0.4 -0.8 0.7 -0.30
H -3.197 -5.589 -4.797 0.0 0.0 0.0 0.14
H -4.389 -5.778 -3.491 0.1 0.2 -0.1 0.35
H -2.915 -6.708 -3.438 0.1 0.0 -0.2 0.38
C 6.691 -2.203 -8.921 0.0 0.0 0.0 -0.93
C 6.873 -3.232 -7.813 0.1 0.1 -0.1 -0.40
C 6.093 -4.528 -8.044 0.2 0.0 0.2 -0.92
C 4.573 -4.442 -8.033 0.3 -0.4 0.0 -0.69
N 3.902 -4.067 -6.706 -0.6 0.2 0.2 0.58
C 2.690 -4.983 -6.487 0.7 -0.3 -0.2 0.60
C 3.291 -6.207 -5.834 0.0 -0.2 -0.2 -0.27
C 4.286 -5.625 -4.849 0.2 -0.2 0.4 -0.74
C 4.719 -4.285 -5.433 0.1 0.1 0.0 -0.57
C 3.420 -2.637 -6.785 0.4 -0.2 0.0 -0.97
H 5.658 -1.855 -8.981 0.1 0.1 0.0 0.17
H 7.325 -1.335 -8.728 -0.1 0.0 0.0 0.39
H 6.974 -2.617 -9.892 -0.1 0.0 0.0 0.10
H 6.616 -2.772 -6.855 0.0 -0.1 0.0 0.29
H 7.936 -3.489 -7.754 -0.1 0.0 0.1 0.45
H 6.423 -5.292 -7.333 -0.1 0.0 0.0 0.28
H 6.382 -4.920 -9.026 -0.2 0.1 0.0 0.45
H 4.185 -5.421 -8.321 0.0 0.1 0.2 0.29
H 4.216 -3.741 -8.788 -0.1 0.1 0.2 0.44
H 1.996 -4.464 -5.801 0.4 0.0 -0.4 -1.54
H 2.194 -5.173 -7.441 -0.1 0.3 0.1 0.48
H 3.808 -6.830 -6.569 -0.1 0.0 0.0 0.31
H 2.539 -6.830 -5.346 -0.1 0.1 -0.1 0.32
H 5.137 -6.292 -4.689 0.0 0.1 0.0 0.36
H 3.817 -5.466 -3.875 0.0 0.0 -0.1 0.27
H 5.784 -4.245 -5.633 -0.1 0.1 -0.2 0.25
H 4.477 -3.477 -4.739 -0.1 0.1 -0.3 0.37
H 2.731 -2.551 -7.624 0.0 0.0 0.1 0.28
H 4.287 -1.991 -6.921 0.0 0.0 -0.1 0.53
H 2.903 -2.388 -5.856 -0.1 -0.1 -0.1 0.11
C 8.606 -4.705 -11.570 -0.1 0.0 -0.3 -0.56
O 7.481 -3.941 -11.983 0.0 0.0 0.1 -0.50
H 8.797 -4.504 -10.516 -0.1 0.1 -0.1 0.19
H 8.400 -5.771 -11.701 0.2 -0.1 0.1 0.27
H 9.484 -4.422 -12.156 0.1 -0.1 0.1 0.32
H 7.331 -4.134 -12.914 -0.1 0.1 0.1 0.29
O 1.893 4.887 10.074 0.5 0.0 0.2 -0.45
P 2.683 3.595 10.294 0.1 0.2 -0.4 0.97
O 3.271 3.602 11.706 -0.6 -0.1 -0.1 -0.53
O 3.801 3.506 9.253 -0.3 0.1 -0.3 -0.53
O 1.761 2.383 10.149 0.5 0.0 0.3 -0.43
C 0.796 0.111 -9.085 0.7 0.0 0.1 -0.81
C 2.260 0.068 -8.810 0.5 0.0 0.1 0.39
N 3.399 0.035 -8.591 -1.5 0.0 -0.3 -0.43
H 0.590 -0.331 -10.060 0.1 0.0 0.1 0.26
H 0.260 -0.450 -8.318 0.1 0.0 0.0 0.26
H 0.449 1.145 -9.080 0.1 0.0 0.0 0.35
Na -0.080 -3.856 -5.147 -0.9 1.3 -0.5 -0.28
```
Positions in Å, forces in eV/Å.

Computed properties:
* net charge: -2
* electronic energy: -6437.1385 a.u.
* orbital gap: 1.516 eV